The following is a DFT calculation (ωB97M-V/def2-TZVPD) of a molecular structure, C27H36AsCl5FN4O6Si3W in a non-equilibrium geometry.

```
84
Properties=species:S:1:pos:R:3:forces:R:3:lowdin_spin:R:1
W 1.184 0.126 0.118 1.48 -0.30 1.02 0.123
Cl 2.250 2.113 0.911 -0.31 -0.12 -0.34 0.007
C 0.188 0.392 2.258 0.21 -0.70 -0.73 0.299
C -0.492 -0.778 2.158 -0.49 -0.30 0.10 0.660
C -0.544 -1.840 3.016 -0.01 0.19 -0.03 0.081
Cl -1.349 -3.297 2.615 -0.02 -0.02 -0.02 0.014
C 0.141 -1.648 4.212 -0.02 -0.10 0.02 0.054
Cl 0.195 -2.900 5.366 0.02 0.04 -0.06 0.031
C 0.786 -0.414 4.457 0.03 0.14 0.08 -0.007
Cl 1.582 -0.205 5.963 -0.02 0.01 -0.02 -0.002
C 0.799 0.619 3.520 -0.04 0.05 0.07 0.070
Cl 1.518 2.109 3.970 0.05 -0.05 -0.02 0.020
O 0.245 -1.594 -0.115 -0.80 -0.45 0.09 0.051
N 1.389 -1.806 -0.837 -0.52 0.74 0.23 0.015
N 1.372 -1.110 -2.063 0.19 0.11 -0.62 0.007
O 0.794 0.129 -1.785 -0.02 0.48 0.11 0.031
C 0.940 -1.720 -3.262 -0.31 -0.27 -0.10 0.001
C 0.700 -0.911 -4.367 0.06 -0.06 0.05 0.000
C 0.365 -1.503 -5.574 -0.01 0.02 0.00 0.000
C 0.281 -2.883 -5.684 -0.01 -0.04 -0.01 0.000
C 0.525 -3.677 -4.573 -0.01 -0.02 -0.04 0.000
C 0.849 -3.104 -3.354 -0.03 0.13 0.07 0.000
H 0.785 0.163 -4.279 0.02 0.00 0.00 0.000
H 0.179 -0.878 -6.437 0.00 0.00 -0.01 0.000
H 0.026 -3.338 -6.631 0.00 0.00 0.00 0.000
H 0.453 -4.754 -4.650 0.00 -0.01 0.00 0.000
H 1.013 -3.722 -2.481 0.01 0.00 0.01 0.000
F 1.387 -5.942 2.107 0.01 0.01 0.01 0.000
C 2.296 -4.971 2.182 -0.01 0.03 -0.12 0.000
C 2.703 -4.317 1.092 -0.20 -0.18 0.14 0.000
N 3.663 -3.329 1.156 0.17 0.16 -0.05 0.000
C 3.866 -2.453 0.028 -0.29 -0.04 -0.12 0.000
C 2.905 -1.279 0.110 1.78 0.11 0.91 0.000
O 3.134 -0.145 -0.495 0.38 0.03 -0.60 0.007
O 2.288 -1.037 1.273 -0.10 -0.59 0.29 0.008
C 4.198 -2.906 2.370 0.08 0.00 0.01 0.000
O 4.970 -1.980 2.451 -0.03 -0.01 -0.03 0.000
N 3.776 -3.633 3.461 0.01 0.01 0.03 0.000
C 2.835 -4.662 3.508 -0.02 -0.03 0.00 0.000
O 2.524 -5.200 4.539 0.00 0.01 -0.01 0.000
H 2.303 -4.542 0.114 -0.01 -0.02 0.01 0.000
H 3.696 -2.999 -0.897 0.07 0.05 -0.03 0.000
H 4.876 -2.046 0.034 -0.02 0.02 0.09 0.000
H 4.184 -3.360 4.346 0.00 0.00 -0.01 0.000
C -3.873 -0.349 0.278 0.10 0.02 -0.17 0.003
Si -2.823 0.426 -1.069 0.04 -0.41 0.30 0.043
C -3.854 1.621 -2.077 0.13 -0.05 0.04 0.016
C -2.141 -0.899 -2.188 -0.04 0.20 0.06 0.005
As -0.958 1.460 0.292 -1.31 1.18 -0.80 0.261
Si 0.337 3.167 -1.289 -0.53 0.34 -0.19 0.085
C 0.152 4.736 -0.301 0.14 -0.14 -0.08 0.016
C -0.947 3.198 -2.656 0.08 0.05 0.19 0.043
C 2.013 2.946 -2.094 -0.13 -0.10 0.12 0.003
Si -2.223 2.831 1.920 0.23 -0.01 0.20 0.020
C -3.557 3.617 0.863 0.13 -0.05 0.08 0.000
C -2.833 1.620 3.209 0.07 0.16 -0.10 0.007
C -1.116 4.103 2.724 -0.02 -0.10 -0.13 0.001
H -4.587 -1.023 -0.204 -0.01 -0.01 -0.01 0.000
H -4.453 0.375 0.849 0.02 0.07 0.02 0.000
H -3.273 -0.948 0.966 0.01 0.00 0.00 0.004
H -4.537 0.951 -2.610 -0.05 -0.01 0.00 0.003
H -3.310 2.187 -2.832 -0.11 -0.17 0.08 0.000
H -4.463 2.301 -1.487 0.00 0.02 0.05 0.000
H -2.990 -1.529 -2.468 -0.05 0.01 -0.02 0.001
H -1.412 -1.533 -1.691 -0.01 -0.02 0.03 0.000
H -1.704 -0.507 -3.107 0.01 0.02 0.07 0.000
H -0.897 4.934 -0.084 -0.02 0.00 -0.01 0.000
H 0.518 5.550 -0.934 0.02 0.02 -0.02 0.003
H 0.722 4.748 0.624 0.04 -0.02 0.01 0.000
H -1.936 3.489 -2.300 0.15 0.03 0.00 0.000
H -1.024 2.265 -3.215 0.03 -0.03 0.02 0.000
H -0.604 3.973 -3.351 0.01 0.00 -0.03 0.008
H 2.580 2.053 -1.855 -0.02 -0.03 -0.01 0.000
H 2.619 3.804 -1.798 0.01 0.01 0.00 0.000
H 1.853 2.972 -3.174 -0.01 0.04 -0.01 0.001
H -4.493 3.059 0.884 0.00 -0.06 -0.01 0.000
H -3.256 3.736 -0.178 0.03 0.02 0.02 0.001
H -3.755 4.616 1.256 -0.02 0.00 0.04 0.000
H -3.469 0.824 2.832 -0.02 -0.03 -0.08 0.000
H -3.405 2.189 3.948 -0.03 0.03 -0.02 0.001
H -1.990 1.169 3.733 0.01 0.02 0.02 0.000
H -1.120 5.050 2.189 -0.04 0.02 -0.03 0.000
H -0.086 3.762 2.810 -0.05 0.01 -0.02 0.000
H -1.484 4.288 3.736 -0.04 -0.04 0.02 0.000
```
Forces are in eV/Å.

Computed properties:
- E_HOMO (spin up / spin down) (eV) = -10.98 / -11.07
- <S²> = 2.017
- gap between HOMO and LUMO (spin up / spin down) (eV) = 6.7 / 5.1
- ΔE to the lowest compared entry with this formula, charge and spin (kcal per mole) = 135.16
- net charge = +1
- spin multiplicity = 3